{"formula": "C36H101N9O10", "method": "ωB97M-V/def2-TZVPD", "symbols": ["C", "O", "C", "C", "C", "N", "H", "H", "H", "H", "H", "H", "H", "H", "H", "H", "H", "C", "O", "C", "C", "C", "N", "H", "H", "H", "H", "H", "H", "H", "H", "H", "H", "H", "C", "O", "C", "C", "C", "N", "H", "H", "H", "H", "H", "H", "H", "H", "H", "H", "H", "C", "O", "C", "C", "C", "N", "H", "H", "H", "H", "H", "H", "H", "H", "H", "H", "H", "C", "O", "C", "C", "C", "N", "H", "H", "H", "H", "H", "H", "H", "H", "H", "H", "H", "C", "O", "C", "C", "C", "N", "H", "H", "H", "H", "H", "H", "H", "H", "H", "H", "H", "C", "O", "C", "C", "C", "N", "H", "H", "H", "H", "H", "H", "H", "H", "H", "H", "H", "C", "O", "C", "C", "C", "N", "H", "H", "H", "H", "H", "H", "H", "H", "H", "H", "H", "C", "O", "C", "C", "C", "N", "H", "H", "H", "H", "H", "H", "H", "H", "H", "H", "H", "O", "H", "H"], "coordinates": [[1.55295, -2.99409, 3.40285], [0.48045, -2.21772, 3.91848], [0.75662, -0.89315, 3.41481], [-0.28601, 0.15460, 3.82483], [-0.00544, 0.56994, 5.26682], [-1.65677, -0.41093, 3.62178], [1.56032, -2.97716, 2.31812], [1.41325, -4.01154, 3.73893], [2.54372, -2.67731, 3.73161], [1.75080, -0.64906, 3.75088], [0.81581, -0.83900, 2.31756], [-0.16362, 1.10655, 3.20904], [0.97701, 1.10301, 5.38490], [0.05620, -0.27603, 5.94706], [-0.85382, 1.16913, 5.63493], [-1.67791, -1.37770, 3.95634], [-2.36445, 0.10663, 4.19476], [6.04593, -3.36150, 4.50909], [5.04916, -2.41723, 4.23318], [5.52909, -1.09088, 4.58203], [4.69390, 0.01153, 3.95141], [4.90719, -0.15146, 2.45453], [5.15383, 1.35970, 4.33706], [6.52961, -3.01280, 5.43402], [6.83207, -3.18908, 3.75206], [5.74545, -4.40567, 4.51784], [5.53118, -1.05429, 5.65802], [6.56985, -1.05552, 4.29262], [3.63683, -0.16964, 4.23784], [4.32856, 0.58113, 1.87594], [4.56260, -1.12518, 2.11606], [6.00508, -0.13221, 2.17296], [5.08169, 1.52851, 5.34552], [4.60793, 2.10196, 3.85633], [3.25554, -1.30185, -3.66913], [3.62726, -0.19665, -4.50113], [4.97448, 0.22680, -4.30909], [5.20641, 1.04081, -3.07087], [4.21717, 2.17096, -3.01319], [6.64598, 1.56937, -3.22355], [3.91565, -2.16101, -3.73386], [2.32036, -1.71352, -4.00472], [3.26096, -0.97746, -2.62439], [5.65889, -0.67895, -4.29169], [5.28547, 0.86519, -5.15527], [5.09347, 0.43580, -2.13312], [4.25953, 2.62757, -3.99897], [4.48411, 2.94655, -2.31075], [3.21670, 1.85707, -2.83812], [6.81160, 2.36426, -2.66432], [7.30786, 0.85177, -2.93894], [-0.38334, 4.72151, -3.36515], [-1.50297, 4.05780, -3.90256], [-1.87639, 2.92719, -3.07341], [-3.37993, 2.45441, -3.27495], [-4.42436, 3.51277, -3.12532], [-3.46882, 1.32205, -2.30297], [0.49981, 4.07589, -3.30159], [-0.67281, 5.09753, -2.38061], [-0.23615, 5.57770, -3.94289], [-1.35849, 1.91954, -3.18170], [-1.74714, 3.22148, -2.04562], [-3.52459, 1.98862, -4.25218], [-3.97300, 4.42591, -3.40645], [-4.67405, 3.68331, -2.07394], [-5.24252, 3.44300, -3.80190], [-3.68379, 1.74465, -1.37685], [-4.31490, 0.75152, -2.47153], [-4.70041, -4.53329, -5.87752], [-5.39413, -3.35009, -5.48477], [-5.03542, -2.55406, -4.38775], [-6.22633, -1.85687, -3.77531], [-6.94577, -0.85247, -4.59544], [-5.77334, -1.23003, -2.60025], [-4.03699, -4.25194, -6.68844], [-5.41068, -5.29368, -6.14363], [-4.07020, -4.91494, -5.06791], [-4.57856, -3.16550, -3.63288], [-4.26576, -1.80669, -4.57863], [-6.87337, -2.69398, -3.60814], [-7.73694, -1.23682, -5.25210], [-6.26701, -0.18846, -5.14736], [-7.48099, -0.16768, -3.88514], [-5.13140, -1.78599, -2.05684], [-6.53180, -0.98835, -1.97543], [-4.60353, -0.19310, 1.62432], [-3.98806, 1.04421, 1.87148], [-2.81044, 1.26937, 1.18209], [-2.53322, 2.73642, 1.23894], [-2.50407, 3.28018, 2.67270], [-3.55323, 3.51328, 0.45000], [-5.51042, -0.15762, 2.19387], [-4.02333, -1.08751, 1.92374], [-4.80263, -0.20882, 0.53638], [-1.94884, 0.70598, 1.59228], [-2.86630, 1.00906, 0.11113], [-1.56255, 2.93890, 0.75037], [-1.61691, 3.05215, 3.32199], [-3.38491, 2.91740, 3.18715], [-2.47060, 4.37971, 2.71486], [-4.52631, 3.47919, 0.82543], [-3.21670, 4.47121, 0.30411], [4.07790, 5.66255, 6.10498], [3.93370, 5.32592, 4.77498], [2.64925, 4.93931, 4.41271], [2.50163, 5.26755, 2.91086], [0.97772, 5.44522, 2.53553], [3.09155, 4.31357, 1.94404], [3.60558, 6.69739, 6.28044], [5.12413, 5.83326, 6.31094], [3.60703, 4.90957, 6.78826], [2.42916, 3.85391, 4.60661], [1.91764, 5.56175, 4.94933], [2.94902, 6.21589, 2.85209], [0.32316, 4.61383, 2.74537], [0.94204, 5.59339, 1.41667], [0.57611, 6.30279, 3.10363], [4.11280, 4.29301, 2.22464], [3.01357, 4.74690, 1.03569], [-0.26937, -6.04563, 0.79438], [-0.19312, -6.04868, -0.62925], [-1.45528, -6.34850, -1.20820], [-1.35517, -6.76694, -2.67787], [-0.88686, -5.51584, -3.44409], [-2.64833, -7.22047, -3.21325], [0.72309, -5.88874, 1.18093], [-0.71039, -6.97921, 1.11658], [-0.87524, -5.26592, 1.18220], [-1.93299, -7.13234, -0.54006], [-2.10626, -5.52016, -1.19650], [-0.54829, -7.49112, -2.79607], [0.15007, -5.26446, -3.19973], [-1.55772, -4.66786, -3.31328], [-0.91539, -5.69367, -4.54316], [-3.11909, -7.84173, -2.59797], [-3.17756, -6.38722, -3.40182], [1.56962, 1.79453, 0.47356], [0.69350, 0.71567, 0.50377], [0.28135, 0.41000, -0.81759], [-0.62862, -0.76717, -0.84903], [0.17113, -2.02564, -0.64395], [-1.42941, -0.99149, -2.10242], [2.43687, 1.66354, -0.34036], [2.10673, 1.96531, 1.43074], [1.05458, 2.70890, 0.30704], [-0.19940, 1.26479, -1.28916], [1.19793, 0.21299, -1.39073], [-1.37983, -0.60853, -0.08223], [0.35331, -2.14965, 0.41427], [1.09262, -2.01647, -1.17961], [-0.25727, -2.90871, -1.08876], [-1.98209, -0.13706, -2.33444], [-0.71588, -1.00205, -2.83623], [-3.03373, -2.58223, -0.27542], [-2.49967, -3.37877, -0.27915], [-2.69170, -2.09959, -1.07275]], "forces_ev_per_angstrom": [[-0.242, -0.664, 0.312], [0.689, 1.073, -0.855], [-0.877, 0.345, -0.793], [-0.133, 0.059, 0.552], [0.053, 0.478, 0.602], [0.092, 0.537, 0.837], [-0.103, -0.019, -0.375], [-0.114, -0.322, 0.074], [-0.012, 0.307, 0.253], [0.351, 0.560, 0.381], [-0.150, -0.667, 0.062], [-0.147, -1.391, 0.290], [-0.965, -0.144, -0.261], [-0.054, -0.383, -0.102], [0.498, 0.227, -0.021], [0.180, 0.348, -0.106], [0.949, -0.477, -0.780], [1.597, 1.498, -0.154], [-1.134, 0.850, -0.157], [-0.209, -1.070, 0.370], [0.154, -0.150, -0.497], [0.281, -0.013, -0.890], [-0.246, 0.206, 0.230], [-0.057, -0.920, 0.296], [0.012, -0.618, 0.010], [-0.461, 0.255, 0.078], [-0.130, 0.270, 0.787], [0.423, 0.488, -0.429], [0.421, 0.029, -0.279], [0.347, 0.065, 0.077], [-0.182, -0.173, 0.133], [-1.202, 0.407, 0.465], [-0.082, -0.136, -0.502], [0.467, -0.906, 0.455], [0.660, 0.649, 0.021], [0.228, -0.601, 0.097], [0.524, -1.362, -0.536], [1.479, 0.267, 1.370], [0.951, 0.729, -0.869], [-1.659, -1.679, -0.508], [0.746, 0.011, -0.214], [-0.715, 0.422, 0.022], [-0.438, -0.186, 0.056], [-0.614, 0.817, -0.142], [-0.407, -0.387, 0.193], [0.263, 0.233, -0.680], [-0.276, 0.332, -0.180], [0.130, 0.104, 0.477], [-0.787, -0.429, 0.185], [0.014, 0.954, 0.827], [-0.158, 0.124, -0.063], [-0.856, -0.947, 1.045], [-0.308, -1.905, 0.354], [-1.382, -0.732, -1.126], [1.080, -1.029, 0.392], [0.626, 0.682, 0.978], [-1.207, 0.550, 0.627], [-0.001, 0.166, -0.046], [0.350, -0.123, 0.413], [0.615, 1.206, -1.211], [0.338, 1.571, -0.478], [-0.091, 0.152, 0.728], [0.532, 0.127, -0.179], [0.659, 1.303, -0.476], [-0.434, -0.354, -0.156], [-1.003, -0.576, -0.111], [0.392, -0.141, -0.739], [0.527, 0.200, -0.282], [0.726, 1.434, 1.058], [-1.020, 0.056, -0.532], [0.909, -0.053, -0.430], [0.007, -1.524, -0.904], [-1.164, 1.732, -0.261], [0.702, 1.110, 1.860], [0.081, -0.357, -0.383], [-0.348, -0.185, -0.305], [-0.042, -0.025, 0.125], [0.159, -0.686, 0.755], [0.225, 0.267, -0.712], [-0.991, -0.580, 0.459], [0.527, -0.146, -0.033], [-0.071, -0.272, -0.049], [0.320, -0.511, -0.532], [0.180, -0.289, 0.104], [-0.064, 0.096, -0.098], [0.381, -0.065, -0.753], [-0.286, -0.049, 0.752], [1.217, -0.154, -0.671], [-0.136, 1.935, 0.097], [1.078, 0.368, 0.915], [0.035, -0.510, -0.113], [-0.670, -0.192, 0.123], [0.053, 0.556, -0.221], [-0.190, -0.565, 0.320], [-0.502, 0.150, 0.051], [-0.301, -0.239, 0.309], [-0.308, -0.186, 0.062], [-0.523, -0.560, -0.775], [-0.207, 0.122, 0.213], [-0.420, -0.210, -0.398], [1.431, 0.146, -0.124], [-0.576, -0.527, 0.297], [-1.085, 1.542, 1.173], [0.861, -0.640, -0.578], [-0.767, -0.591, -1.209], [-2.730, -1.322, 0.099], [1.206, 0.665, -0.593], [1.659, 0.182, 2.079], [0.219, -1.372, 0.038], [0.334, -0.424, 0.136], [0.521, 0.572, -0.360], [0.264, 0.716, 0.049], [-0.035, -0.189, -0.024], [0.652, 1.519, -0.373], [0.150, -0.634, 0.223], [-0.226, 0.236, 1.157], [0.094, -0.134, -0.603], [-1.338, -0.150, -0.960], [0.278, -0.013, -0.249], [0.352, -0.417, -1.039], [-0.232, 0.171, -0.033], [0.443, -2.104, 0.951], [0.418, 0.958, 0.122], [0.002, -0.623, -1.366], [1.630, 0.593, -0.479], [0.412, -0.224, 0.088], [0.129, -0.459, 0.362], [-0.814, 1.047, 0.203], [0.271, 0.409, -0.949], [-0.942, 1.441, 0.279], [-0.320, -0.452, 0.033], [-0.333, 0.133, 0.197], [0.028, 0.194, 0.454], [0.107, -0.172, 0.609], [-0.540, -0.351, 0.541], [-0.633, -0.028, 0.048], [2.926, -0.265, -0.314], [-0.161, -0.392, -0.103], [0.540, 0.680, -0.542], [-1.205, -0.972, -0.634], [-0.227, -0.380, 0.619], [0.909, 1.613, -0.197], [-1.800, 0.233, 1.430], [-0.531, -0.584, -0.376], [-0.565, 1.018, -0.593], [-0.199, 0.433, 0.070], [-0.052, -0.067, -0.260], [0.114, -0.295, 0.381], [0.271, -0.392, 0.216], [1.129, 0.575, -0.225], [-0.878, -0.384, 0.320], [0.118, -0.531, 0.471], [-0.328, -0.450, -0.206], [-0.068, 0.384, -0.802], [0.072, -0.181, 0.129], [-0.102, -0.296, 0.532]], "mulliken_charge": [-0.191, -0.582, 1.406, 1.677, -1.596, -0.481, 0.068, 0.393, 0.048, -1.056, -0.068, -0.736, 0.196, 0.395, 0.458, 0.309, 0.280, -0.821, -0.224, -1.300, 1.351, -1.327, -0.695, 0.329, 0.310, 0.235, 0.417, 0.566, -0.490, 0.256, 0.348, 0.292, 0.316, 0.162, -0.563, -0.362, -0.804, 0.860, -1.305, -0.726, 0.363, 0.268, 0.124, 0.313, 0.370, 0.016, 0.392, 0.447, 0.139, 0.219, 0.268, -0.635, -0.449, 0.322, 0.046, -1.424, -0.284, 0.199, 0.260, 0.361, 0.187, -0.206, 0.463, 0.401, 0.254, 0.335, -0.077, 0.069, -0.159, -0.373, -0.499, 0.458, -1.431, -0.353, 0.259, 0.263, -0.178, 0.221, 0.284, 0.267, 0.343, 0.266, 0.369, 0.039, 0.230, -0.560, -0.529, 2.541, 0.508, -1.352, -0.266, 0.382, 0.144, 0.138, -0.676, -1.170, -0.316, 0.011, 0.315, 0.404, 0.249, 0.267, -0.769, -0.344, -0.454, 0.141, -1.198, -0.385, 0.280, 0.287, 0.292, 0.065, 0.515, 0.240, 0.048, 0.345, 0.499, 0.283, 0.233, -0.759, -0.348, -0.205, 0.308, -1.234, -0.655, 0.210, 0.429, 0.298, 0.330, 0.068, 0.285, 0.376, 0.146, 0.365, 0.273, 0.096, -0.644, 0.246, -0.456, 2.078, -1.468, -0.376, -0.080, 0.170, 0.226, -0.013, -0.060, -0.616, 0.179, 0.212, 0.202, -0.188, 0.520, -0.596, 0.145, 0.273], "e_homo_ev": -8.8654, "energy_ha": -2677.15279, "lumo_energy_ha": 0.0167, "e_above_lowest_ev": 0.161}